# 1
A molecular structure, C39H33N7O2SW, computed with ωB97M-V with the def2-TZVPD basis set.

Geometry as XYZ:
```
83
C39H33N7O2SW (ωB97M-V with the def2-TZVPD basis set)
W -13.083 -11.737 2.520
O -17.222 -11.698 8.317
C -16.700 -12.678 7.802
O -16.761 -13.899 8.051
C -15.790 -12.392 6.566
C -15.616 -11.101 6.037
C -14.819 -10.949 4.891
N -14.180 -12.029 4.322
C -14.364 -13.248 4.848
C -15.210 -13.493 5.937
C -13.553 -14.347 4.183
C -12.703 -15.194 5.048
C -11.440 -15.506 4.714
C -10.768 -15.022 3.531
C -11.481 -14.319 2.681
N -12.871 -13.915 2.844
C -14.525 -9.642 4.163
C -14.995 -8.397 4.589
C -14.617 -7.267 3.877
C -13.764 -7.397 2.766
C -13.316 -8.667 2.408
N -13.712 -9.776 3.084
H -16.170 -10.279 6.480
H -15.410 -14.437 6.394
H -13.180 -15.535 5.983
H -10.877 -16.094 5.457
H -9.754 -15.256 3.310
H -11.084 -13.868 1.771
H -15.764 -8.291 5.345
H -15.021 -6.297 4.100
H -13.536 -6.547 2.199
H -12.584 -8.799 1.614
N -14.289 -11.902 -1.758
C -13.666 -11.825 -0.527
S -14.776 -11.963 0.812
N -12.394 -11.614 -0.500
N -11.919 -11.497 0.805
C -10.596 -11.341 0.974
C -9.632 -11.302 -0.166
C -9.354 -12.449 -0.902
C -8.352 -12.440 -1.876
C -7.631 -11.283 -2.140
C -7.961 -10.105 -1.472
C -8.932 -10.121 -0.491
C -10.196 -11.384 2.297
C -8.826 -11.344 2.660
C -8.498 -11.435 4.000
C -9.527 -11.569 4.983
C -10.823 -11.574 4.552
N -11.191 -11.445 3.260
H -15.293 -12.047 -1.698
H -13.783 -11.982 -2.638
H -9.871 -13.361 -0.722
H -8.138 -13.340 -2.404
H -6.834 -11.326 -2.880
H -7.533 -9.148 -1.756
H -9.149 -9.174 0.001
H -8.049 -11.281 1.927
H -7.453 -11.522 4.344
H -9.338 -11.768 6.025
H -11.662 -11.694 5.192
C -14.886 -17.106 3.412
C -14.170 -16.277 2.335
C -15.083 -16.239 1.107
C -14.059 -14.824 2.834
C -12.806 -16.813 1.904
C -12.145 -17.846 2.591
C -10.881 -18.258 2.214
C -10.222 -17.653 1.171
C -10.871 -16.692 0.400
C -12.132 -16.260 0.800
H -15.824 -16.652 3.689
H -14.305 -17.189 4.333
H -15.110 -18.102 3.005
H -16.123 -16.069 1.429
H -14.987 -17.237 0.664
H -14.767 -15.537 0.347
H -14.887 -14.166 2.549
H -12.683 -18.350 3.351
H -10.378 -19.016 2.806
H -9.206 -17.926 0.865
H -10.407 -16.252 -0.496
H -12.621 -15.456 0.265
```

The spin multiplicity is 3. The HOMO-LUMO gap (alpha / beta) comes out at 6.239 / 5.261 eV. The expectation value of S² is 2.45. The energy relative to the best compared isomer or geometry (same formula, charge and spin) is 0.0 kcal per mole.

Atomic partial charges in e from the Löwdin method, atoms 1 to 6:
1 W 1.2985
2 O -0.0027
3 C -0.6976
4 O -0.0401
5 C -0.0591
6 C 0.0775



# 2
A single C22H25F3N2O3S molecule, computed with ωB97M-V with the def2-TZVPD basis set.

Geometry as XYZ:
```
56
C22H25F3N2O3S (ωB97M-V with the def2-TZVPD basis set)
O -0.710 0.624 -1.023
C -0.599 -0.511 -0.597
C -1.499 -1.056 0.513
N -1.911 -0.041 1.446
C -0.871 0.750 2.076
C 0.096 -0.151 2.796
C -0.359 -0.969 3.823
C 0.510 -1.832 4.466
C 1.843 -1.885 4.090
C 2.303 -1.071 3.069
C 1.431 -0.211 2.422
S -3.355 0.720 1.142
O -3.687 1.456 2.324
O -4.258 -0.290 0.674
C -3.081 1.893 -0.191
C -3.492 1.575 -1.470
C -3.233 2.455 -2.507
C -2.555 3.637 -2.259
C -2.157 3.943 -0.965
C -1.442 5.235 -0.679
F -2.288 6.206 -0.283
F -0.530 5.116 0.298
F -0.794 5.723 -1.747
C -2.429 3.076 0.085
N 0.307 -1.390 -1.054
C 1.272 -1.065 -2.089
C 1.523 -2.282 -2.980
C 2.286 -3.383 -2.245
C 3.590 -2.845 -1.663
C 3.316 -1.670 -0.729
C 2.585 -0.560 -1.478
H -0.997 -1.861 1.061
H -2.420 -1.448 0.072
H -1.390 1.399 2.785
H -0.341 1.368 1.339
H -1.400 -0.922 4.105
H 0.150 -2.464 5.264
H 2.522 -2.557 4.593
H 3.341 -1.106 2.774
H 1.791 0.424 1.625
H -4.010 0.643 -1.629
H -3.547 2.218 -3.511
H -2.331 4.319 -3.065
H -2.144 3.312 1.097
H 0.386 -2.296 -0.622
H 0.820 -0.256 -2.673
H 0.570 -2.667 -3.348
H 2.109 -1.957 -3.842
H 1.674 -3.797 -1.440
H 2.499 -4.198 -2.940
H 4.111 -3.638 -1.124
H 4.238 -2.513 -2.478
H 4.258 -1.284 -0.335
H 2.715 -2.004 0.120
H 2.365 0.273 -0.809
H 3.219 -0.185 -2.283
```

The SMILES is O=C(CN(Cc1ccccc1)S(=O)(=O)c1cccc(C(F)(F)F)c1)NC1CCCCC1. The HOMO-LUMO gap comes out at 9.872 eV. The energy relative to the best compared isomer or geometry (same formula, charge and spin) is 0.0 kcal per mole.

Atomic partial charges in e from the natural (NBO) method, atoms 1 to 6:
1 O -0.6497
2 C 0.6708
3 C -0.3336
4 N -0.6647
5 C -0.2676
6 C -0.0547



# 3
7 unconnected molecules or ions with the total composition C41H45F6NO23, computed with ωB97M-V with the def2-TZVPD basis set.

Geometry as XYZ:
```
116
C41H45F6NO23 (ωB97M-V with the def2-TZVPD basis set)
C 0.867 3.748 -1.754
C 0.256 4.816 -0.741
O -0.160 4.254 0.512
C -1.189 3.271 0.348
C -0.521 1.821 0.576
O 0.762 2.048 1.184
C 1.504 0.886 1.305
C 0.834 -0.331 1.835
C 1.666 -1.502 1.978
C 3.099 -1.553 1.605
C 3.752 -0.361 1.083
C 5.247 -0.315 0.661
C 5.355 -0.447 -0.946
C 4.022 -0.963 -1.611
C 4.225 -1.282 -3.165
O 3.271 -2.273 -3.595
C 1.934 -1.855 -3.308
C 2.927 0.850 0.960
N 3.551 2.075 0.484
C 3.880 -2.890 1.823
O 4.661 -3.324 1.010
C 3.526 -3.619 3.165
C 4.545 -4.244 3.982
C 4.097 -4.858 5.243
C 2.682 -4.822 5.629
C 1.685 -4.191 4.778
C 2.095 -3.574 3.526
C 1.104 -2.836 2.566
O 0.010 -3.278 2.295
H 1.360 2.891 -1.226
H 0.008 3.327 -2.335
H 1.630 4.234 -2.421
H -0.636 5.308 -1.212
H 1.065 5.561 -0.512
H -1.674 3.322 -0.654
H -1.955 3.446 1.152
H -1.233 1.284 1.267
H -0.416 1.268 -0.401
H -0.247 -0.351 2.111
H 5.614 0.714 0.932
H 5.853 -1.118 1.160
H 5.573 0.590 -1.326
H 6.216 -1.147 -1.121
H 3.240 -0.155 -1.581
H 3.650 -1.919 -1.147
H 5.262 -1.662 -3.353
H 4.037 -0.358 -3.785
H 1.640 -2.187 -2.269
H 1.192 -2.328 -4.011
H 1.841 -0.734 -3.345
H 3.424 2.748 1.251
H 3.074 2.442 -0.340
H 5.618 -4.253 3.701
H 4.808 -5.335 5.957
H 2.341 -5.257 6.595
H 0.607 -4.119 5.050
O 5.235 3.841 2.065
C 6.077 3.454 2.807
O 7.332 3.975 2.880
C 7.984 3.333 3.973
C 7.212 2.051 4.095
F 7.162 1.630 5.382
O 5.910 2.425 3.688
H 7.900 3.959 4.865
H 9.039 3.167 3.758
H 7.578 1.242 3.457
O -3.590 2.348 -1.229
C -4.456 2.371 -0.410
O -4.757 3.455 0.349
C -5.926 3.124 1.100
C -5.872 1.627 1.124
F -7.110 1.094 1.143
O -5.257 1.312 -0.115
H -6.810 3.504 0.582
H -5.890 3.560 2.097
H -5.281 1.211 1.943
O -6.578 0.221 -6.283
C -5.833 1.045 -5.865
O -4.517 1.136 -6.212
C -4.014 2.324 -5.606
C -4.962 2.527 -4.468
F -5.126 3.846 -4.199
O -6.182 2.014 -4.967
H -4.042 3.141 -6.331
H -2.987 2.191 -5.267
H -4.682 1.995 -3.556
O -7.345 0.835 3.633
C -8.003 -0.132 3.839
O -7.838 -0.956 4.910
C -8.898 -1.909 4.866
C -9.276 -1.896 3.414
F -10.597 -2.142 3.249
O -9.012 -0.560 3.029
H -9.712 -1.577 5.514
H -8.560 -2.889 5.201
H -8.694 -2.578 2.789
O -0.722 4.333 -5.763
C -0.082 3.404 -6.140
O -0.314 2.737 -7.303
C 0.740 1.790 -7.453
C 1.203 1.603 -6.038
F 2.531 1.338 -5.988
O 0.972 2.873 -5.456
H 1.517 2.210 -8.096
H 0.377 0.866 -7.900
H 0.654 0.839 -5.481
O -3.162 -8.393 1.416
C -2.534 -7.470 1.009
O -1.858 -6.595 1.800
C -1.132 -5.725 0.931
C -1.915 -5.825 -0.344
F -1.110 -5.684 -1.426
O -2.406 -7.151 -0.314
H -0.108 -6.091 0.825
H -1.101 -4.711 1.325
H -2.751 -5.125 -0.414
```

The SMILES is CCOCCOc1cc2c(c(CCCCOC)c1N)C(=O)c1ccccc1C2=O.O=C1OC[C@@H](F)O1.O=C1OC[C@@H](F)O1.O=C1OC[C@@H](F)O1.O=C1OC[C@@H](F)O1.O=C1OC[C@@H](F)O1.O=C1OC[C@@H](F)O1. The HOMO-LUMO gap comes out at 8.107 eV.

Atomic partial charges in e from the Löwdin method, atoms 1 to 6:
1 C -0.0633
2 C -0.2245
3 O -0.1775
4 C -0.1603
5 C -0.1425
6 O -0.0758



# 4
A molecular structure, C39H71AsIrN8O3PSi2, computed with ωB97M-V with the def2-TZVPD basis set.

Geometry as XYZ:
```
126
C39H71AsIrN8O3PSi2 (ωB97M-V with the def2-TZVPD basis set)
Ir -0.575 1.381 0.352
C 1.358 0.597 4.358
C 0.659 1.505 3.387
O -0.107 1.054 2.516
N 0.867 2.812 3.537
C 0.261 3.794 2.653
C 1.027 3.936 1.361
C 2.180 4.703 1.314
C 2.854 4.848 0.112
C 2.340 4.228 -1.015
C 1.196 3.468 -0.890
N 0.554 3.313 0.276
H 1.085 -0.434 4.156
H 1.085 0.847 5.383
H 2.438 0.708 4.252
H 1.515 3.124 4.243
H 0.232 4.752 3.169
H -0.758 3.472 2.425
H 2.533 5.205 2.204
H 3.756 5.443 0.053
H 2.814 4.335 -1.980
H 0.765 2.977 -1.749
C -3.943 0.018 -2.741
C -2.609 0.362 -3.429
C -1.745 1.026 -2.478
N -1.123 1.550 -1.670
H -4.554 -0.580 -3.412
H -4.487 0.925 -2.483
H -3.766 -0.546 -1.826
H -2.766 1.018 -4.287
H -2.106 -0.540 -3.783
O 1.536 0.590 -0.532
P 2.393 -0.583 -0.875
N 3.912 -0.011 -1.212
C 4.192 1.420 -1.410
C 5.612 1.438 -1.969
C 6.251 0.211 -1.316
C 5.126 -0.820 -1.368
N 1.772 -1.411 -2.180
C 2.280 -2.693 -2.719
C 2.288 -2.512 -4.237
C 1.182 -1.481 -4.463
C 1.418 -0.520 -3.307
N 2.469 -1.673 0.361
C 2.616 -1.044 1.691
C 2.811 -2.223 2.634
C 3.590 -3.229 1.783
C 3.032 -3.039 0.371
H 4.134 1.956 -0.456
H 3.464 1.871 -2.087
H 6.133 2.364 -1.733
H 5.596 1.318 -3.054
H 6.512 0.429 -0.279
H 7.145 -0.131 -1.832
H 5.216 -1.564 -0.575
H 5.130 -1.339 -2.334
H 1.589 -3.491 -2.435
H 3.266 -2.947 -2.334
H 2.115 -3.451 -4.759
H 3.244 -2.103 -4.571
H 0.203 -1.958 -4.373
H 1.246 -0.988 -5.432
H 0.559 0.088 -3.042
H 2.250 0.154 -3.555
H 1.728 -0.453 1.913
H 3.487 -0.373 1.712
H 1.850 -2.654 2.913
H 3.354 -1.936 3.534
H 3.444 -4.250 2.130
H 4.657 -2.996 1.805
H 2.232 -3.754 0.169
H 3.806 -3.183 -0.383
C -2.021 4.936 -1.608
Si -3.393 4.566 -0.369
C -3.661 6.018 0.796
C -5.015 4.058 -1.190
As -2.684 2.694 0.910
Si -4.339 2.138 2.559
C -3.371 1.657 4.115
C -5.490 3.578 2.931
C -5.378 0.714 1.839
H -2.346 5.660 -2.357
H -1.703 4.031 -2.127
H -1.152 5.354 -1.097
H -4.162 6.839 0.279
H -2.712 6.391 1.181
H -4.282 5.735 1.644
H -5.563 4.922 -1.571
H -5.659 3.540 -0.477
H -4.832 3.383 -2.029
H -3.220 2.532 4.748
H -2.388 1.250 3.871
H -3.906 0.916 4.714
H -4.964 4.418 3.384
H -6.250 3.244 3.641
H -6.006 3.933 2.038
H -5.095 0.512 0.807
H -6.440 0.968 1.850
H -5.265 -0.212 2.407
C 1.260 -6.765 -0.367
C -0.175 -6.599 0.120
N -0.702 -5.238 -0.027
C -1.681 -4.978 -1.076
C -1.116 -5.249 -2.466
C -0.291 -4.316 0.863
O 0.603 -4.511 1.674
C -1.068 -3.024 0.997
C -2.047 -3.032 1.990
C -2.672 -1.848 2.335
C -2.308 -0.695 1.669
N -1.378 -0.680 0.711
C -0.765 -1.822 0.382
H 1.588 -7.786 -0.170
H 1.915 -6.087 0.176
H 1.354 -6.578 -1.437
H -0.212 -6.845 1.182
H -0.842 -7.277 -0.413
H -1.986 -3.936 -0.999
H -2.566 -5.600 -0.912
H -0.245 -4.619 -2.650
H -1.870 -5.047 -3.226
H -0.813 -6.291 -2.566
H -2.295 -3.961 2.488
H -3.412 -1.813 3.121
H -2.776 0.245 1.908
H -0.019 -1.756 -0.401
```

As for the charge: +2. The HOMO-LUMO gap (alpha / beta) comes out at 5.913 / 5.912 eV. The energy relative to the best compared isomer or geometry (same formula, charge and spin) is 36.2 kcal per mole.

Atomic partial charges in e from the Löwdin method, atoms 1 to 6:
1 Ir 1.0373
2 C 0.0349
3 C -0.4716
4 O -0.1260
5 N 0.1166
6 C -0.1208



# 5
A molecular structure, C11H10BrF3O3RhS, computed with ωB97M-V with the def2-TZVPD basis set.

Geometry as XYZ:
```
30
C11H10BrF3O3RhS (ωB97M-V with the def2-TZVPD basis set)
C -0.242 2.435 0.112
C 0.935 1.772 0.535
C 1.422 1.024 -0.562
H 1.312 1.743 1.546
C 0.499 1.122 -1.612
C -0.474 2.035 -1.210
H -1.137 2.521 -1.903
H -0.722 3.229 0.646
H 2.380 0.537 -0.593
H 0.496 0.544 -2.538
Rh -0.800 0.577 0.047
Br -0.085 -0.504 2.016
C -2.508 -0.653 -0.047
C -2.410 0.314 -1.057
C -2.477 1.539 -0.423
H -2.348 0.098 -2.121
C -2.329 1.421 0.925
C -2.441 0.036 1.175
H -2.507 -0.391 2.159
H -2.293 -1.706 -0.193
H -2.545 2.477 -0.950
H -2.176 2.160 1.691
F 2.821 -4.483 -0.430
C 2.506 -3.636 0.573
F 1.248 -3.909 0.982
F 3.344 -3.862 1.607
S 2.629 -1.863 -0.016
O 3.903 -1.750 -0.711
O 1.434 -1.735 -0.875
O 2.565 -1.091 1.228
```

As for the charge: -1. The spin multiplicity is 5. The HOMO-LUMO gap (alpha / beta) comes out at 5.079 / 6.390 eV. The expectation value of S² is 6.02. The energy relative to the best compared isomer or geometry (same formula, charge and spin) is 137.9 kcal per mole.

Atomic partial charges in e from the natural (NBO) method, atoms 1 to 6:
1 C -0.2905
2 C -0.2905
3 C -0.1757
4 H 0.2611
5 C -0.3162
6 C -0.2792



# 6
2 unconnected molecules or ions with the total composition C2H9N, computed with ωB97M-V with the def2-TZVPD basis set.

Geometry as XYZ:
```
12
C2H9N (ωB97M-V with the def2-TZVPD basis set)
C 0.304 1.147 -1.602
C -0.964 1.801 -2.171
H 1.199 1.717 -1.825
H 0.170 0.893 -0.553
H 0.508 0.187 -2.093
H -0.681 2.368 -3.054
H -1.525 2.413 -1.473
H -1.684 1.055 -2.514
N 0.516 -2.773 3.757
H 0.431 -3.353 4.575
H 1.136 -2.021 3.925
H 0.591 -3.433 3.027
```

The SMILES is CC.N. The HOMO-LUMO gap comes out at 10.918 eV. The energy relative to the best compared isomer or geometry (same formula, charge and spin) is 7.6 kcal per mole.

Atomic partial charges in e from the natural (NBO) method, atoms 1 to 6:
1 C -0.6121
2 C -0.6103
3 H 0.2050
4 H 0.2062
5 H 0.2015
6 H 0.2023



# 7
2 unconnected molecules or ions with the total composition C4H6BrN3O2S, computed with ωB97M-V with the def2-TZVPD basis set.

Geometry as XYZ:
```
17
C4H6BrN3O2S (ωB97M-V with the def2-TZVPD basis set)
N 2.011 -2.917 -0.195
S 0.748 -1.833 0.016
O 1.257 -0.524 -0.414
O 0.051 -2.125 1.210
Br -0.600 -2.585 -1.586
H 2.330 -3.547 0.516
H 2.902 -2.432 -0.658
C -0.922 1.977 0.792
C -1.285 0.653 0.595
N -1.702 0.195 -0.568
C -1.731 1.058 -1.601
N -1.480 2.353 -1.455
C -1.201 2.829 -0.278
H -0.588 2.425 1.723
H -0.930 -0.122 1.239
H -2.198 0.659 -2.464
H -1.206 4.016 -0.123
```

The SMILES is NS(=O)(=O)Br.c1cncnc1. The HOMO-LUMO gap comes out at 8.923 eV. The energy relative to the best compared isomer or geometry (same formula, charge and spin) is 1.5 kcal per mole.

Atomic partial charges in e from the natural (NBO) method, atoms 1 to 6:
1 N -1.0879
2 S 2.1553
3 O -0.8833
4 O -0.8906
5 Br -0.1295
6 H 0.4184



# 8
A molecular structure, C4H8N2, computed with ωB97M-V with the def2-TZVPD basis set.

Geometry as XYZ:
```
14
C4H8N2 (ωB97M-V with the def2-TZVPD basis set)
C 2.491 -0.738 0.149
C -0.245 0.641 -0.109
C 0.172 2.025 -0.002
C -1.231 -1.567 -0.020
N 1.481 -0.195 0.108
N -1.120 -0.189 -0.357
H 3.400 -1.216 0.528
H 0.717 2.059 1.017
H -0.577 2.829 0.020
H 0.936 2.330 -0.788
H -1.821 -2.231 -0.734
H -1.758 -1.512 1.003
H -0.459 -2.280 0.023
H -1.986 0.043 -0.840
```

As for the charge: +2. The HOMO-LUMO gap comes out at 10.792 eV. The energy relative to the best compared isomer or geometry (same formula, charge and spin) is 67.7 kcal per mole.

Atomic partial charges in e from the natural (NBO) method, atoms 1 to 6:
1 C 0.4432
2 C 0.8815
3 C -0.7909
4 C -0.5080
5 N -0.3697
6 N -0.4756



Total energy: -68164.65800 -51331.66805 -108130.60859 -148373.50753 -109741.46728 -3709.72721 -93686.42168 -7234.59787 (eV)
Max |F|: 2.1 0.8 2.8 1.8 11.6 2.3 3.9 4.9 (eV/Å)